1.
# C6H8NS2

2 unconnected molecules or ions with the total composition C6H8NS2 at a distorted geometry (ωB97M-V/def2-TZVPD, the Open Molecules 2025 dataset).

As for the max |F|: 4.61 eV/A. Its HOMO energy (alpha / beta) is -12.71 / -12.92 eV. Its energy above the lowest of the compared OMol25 structures with the same formula, charge and spin is 0.0 kcal per mole. Its charge is +1. As for the spin multiplicity: 3.

Element x y z (Å)
C  -0.51633  1.88560  -0.09543
C  0.54767  1.39362  0.63772
C  -1.59387  1.11497  -0.51740
C  0.54358  -0.02062  0.76867
C  -1.47554  -0.34350  -0.65772
C  -0.31030  -0.92767  0.08291
N  -0.07563  -2.23046  0.06476
S  -2.79343  0.07882  0.49110
S  3.50924  0.09230  -0.14681
H  -0.57059  3.02146  -0.35683
H  1.35872  2.10321  1.10945
H  -2.21330  1.60074  -1.29118
H  1.28234  -0.52837  1.42223
H  -1.62807  -0.73760  -1.64179
H  0.78690  -2.65622  0.51396
H  3.99962  -1.09330  0.03080
H  -0.85103  -2.75299  -0.41443

Cartesian forces (eV/Å) of the 6 atoms listed first:
1.662 4.165 1.055
0.331 -0.134 0.345
-2.443 -0.359 -1.716
1.284 -0.205 1.167
1.077 -0.958 0.538
0.203 1.178 -0.104

***

2.
# C6H8NiOP

A molecular structure, C6H8NiOP at a distorted geometry (ωB97M-V/def2-TZVPD, the Open Molecules 2025 dataset).

As for the max |F|: 4.98 eV/A. Its HOMO energy (alpha / beta) is -2.46 / -2.51 eV. Its charge is -1. As for the spin multiplicity: 3.

Element x y z (Å)
C  0.19531  -0.33933  -1.93151
C  -0.88398  -1.25718  -2.07954
C  -0.65726  -2.38883  -1.22408
C  0.60828  -2.21612  -0.60788
C  1.14203  -0.94945  -1.00637
Ni  1.24723  1.48373  1.75019
P  -0.29583  2.87313  1.41232
H  0.29885  0.62604  -2.46076
H  -1.76174  -1.13594  -2.71695
H  -1.34049  -3.21772  -1.01986
H  2.05108  -0.44510  -0.63973
H  1.09486  -2.87173  0.10597
H  -1.50650  2.77367  2.19969
H  -0.84434  3.13232  0.12523
H  0.10272  4.22623  1.77956
O  0.07259  -0.54053  3.54889
C  0.47719  0.24680  2.76481

Cartesian forces (eV/Å) of the 6 atoms listed first:
0.254 -0.956 0.562
0.263 -0.170 0.684
0.587 0.639 -0.320
-0.106 1.107 -0.122
-0.978 0.561 -0.520
1.393 -0.257 -0.637

***

3.
# C6H8O2

C6H8O2 in the gas phase at a distorted geometry (ωB97M-V/def2-TZVPD, the Open Molecules 2025 dataset).

As for the max |F|: 3.65 eV/A. Its HOMO energy is -9.35 eV. Its energy above the lowest of the compared OMol25 structures with the same formula, charge and spin is 37.5 kcal per mole. Its charge is 0. As for the spin multiplicity: 1.

Element x y z (Å)
C  -1.17871  1.83737  -0.27041
C  -1.01114  0.52247  -0.00797
C  -1.92844  -0.46521  -0.61558
O  -1.95044  -1.64224  -0.35996
C  -0.03463  0.04140  1.00613
C  1.21743  0.05844  -0.06733
C  1.98494  -1.23513  -0.05408
O  1.60195  1.04017  -0.63623
H  -0.49119  2.57799  0.10171
H  -2.03152  2.19860  -0.82336
H  -2.70529  -0.00079  -1.25515
H  0.15147  0.74478  1.81696
H  -0.14310  -1.00219  1.29244
H  2.80133  -1.20331  -0.77278
H  2.39347  -1.40685  0.93980
H  1.32386  -2.06552  -0.29421

Cartesian forces (eV/Å) of the 6 atoms listed first:
-0.103 -1.129 0.107
-1.713 1.059 1.076
-0.734 0.626 0.406
0.326 -0.164 -0.145
2.026 0.235 -3.027
0.998 -0.391 2.730

***

4.
# C6H8O2

C6H8O2 in the gas phase at a distorted geometry (ωB97M-V/def2-TZVPD, the Open Molecules 2025 dataset).

As for the max |F|: 5.15 eV/A. Its HOMO energy is -9.81 eV. Its energy above the lowest of the compared OMol25 structures with the same formula, charge and spin is 77.3 kcal per mole. Its charge is 0. As for the spin multiplicity: 1.

Element x y z (Å)
C  -1.93706  -0.48006  -0.26678
C  -0.72199  -0.97547  0.10436
C  0.45428  -0.31765  -0.49237
C  1.38462  0.10238  0.52689
C  1.05009  -0.09125  1.87588
C  0.09735  0.73146  -1.61406
O  -0.10071  0.46283  -2.77369
O  -0.05101  1.98115  -0.99880
H  -3.07457  -0.90200  -0.04174
H  -1.87041  0.30725  -1.15846
H  -0.72405  -1.85596  0.71040
H  0.92665  -1.20353  -0.85813
H  2.44006  0.37089  0.38313
H  1.82193  0.34520  2.45228
H  0.13666  -0.59202  2.13361
H  0.16817  2.11677  0.01745

Cartesian forces (eV/Å) of the 6 atoms listed first:
-1.344 -0.276 -1.631
-4.709 1.628 -1.217
0.333 -1.094 -1.441
0.089 -0.122 5.152
1.483 1.126 -4.528
0.397 -0.518 2.047

***

5.
# C6H8O2

C6H8O2 in the gas phase at a distorted geometry (ωB97M-V/def2-TZVPD, the Open Molecules 2025 dataset).

As for the max |F|: 1.68 eV/A. Its HOMO energy is -8.62 eV. Its energy above the lowest of the compared OMol25 structures with the same formula, charge and spin is 114.8 kcal per mole. Its charge is 0. As for the spin multiplicity: 1.

Element x y z (Å)
C  0.60322  -1.56823  -0.72991
C  -1.06064  0.35879  0.04631
C  0.22912  -0.73312  0.43896
C  0.46892  1.38352  0.46650
C  -2.00405  0.75441  -0.78879
C  1.20659  0.06370  1.14491
O  -1.08207  -0.74477  0.91439
O  0.92236  1.97119  -0.51533
H  0.00740  1.89034  1.32888
H  1.16469  -0.93832  -1.42850
H  1.26224  -2.37628  -0.40177
H  -0.27800  -1.97481  -1.22092
H  -2.99432  0.31811  -0.78825
H  -1.78445  1.56042  -1.47469
H  2.22439  -0.02926  0.78250
H  1.11457  0.06433  2.22572

Cartesian forces (eV/Å) of the 6 atoms listed first:
-0.083 -0.068 0.022
0.459 -1.140 0.286
-1.034 1.089 -0.759
1.319 -0.311 0.296
0.126 0.034 0.044
-0.063 1.013 -0.113

***

6.
# C6H8O2

C6H8O2 in the gas phase (ωB97M-V/def2-TZVPD, the Open Molecules 2025 dataset).

As for the max |F|: 0.59 eV/A. Its HOMO energy is -9.81 eV. Its energy above the lowest of the compared OMol25 structures with the same formula, charge and spin is 20.2 kcal per mole. Its charge is 0. As for the spin multiplicity: 1.

Element x y z (Å)
C  0.46411  0.30431  1.85401
C  0.18708  0.33208  0.55028
C  -0.65939  1.46226  0.02995
C  -1.04411  1.38772  -1.41689
O  -1.00801  2.35732  0.76060
C  0.73928  -0.68281  -0.39571
C  0.58685  -2.11382  0.05307
O  1.27736  -0.37936  -1.43271
H  1.08658  -0.44573  2.31051
H  0.07669  1.08169  2.49392
H  -0.14506  1.41049  -2.03005
H  -1.55662  0.44904  -1.62023
H  -1.68740  2.22560  -1.67170
H  0.79812  -2.78427  -0.77594
H  1.29838  -2.31429  0.85185
H  -0.41386  -2.29023  0.43904

Cartesian forces (eV/Å) of the 6 atoms listed first:
-0.092 0.015 -0.318
0.174 0.291 0.484
-0.002 0.018 -0.212
-0.124 0.408 -0.083
-0.061 0.055 0.028
0.016 -0.397 0.302

***

7.
# C6H8O2

A molecular structure, C6H8O2 at a distorted geometry (ωB97M-V/def2-TZVPD, the Open Molecules 2025 dataset).

As for the max |F|: 4.49 eV/A. Its HOMO energy is -9.13 eV. Its energy above the lowest of the compared OMol25 structures with the same formula, charge and spin is 55.9 kcal per mole. Its charge is 0. As for the spin multiplicity: 1.

Element x y z (Å)
C  -0.10139  1.83428  1.07356
C  0.00607  0.59879  0.15213
C  0.74009  -0.70213  -1.21686
C  0.56092  -1.69178  -0.16325
C  -0.52663  -0.79169  0.49065
C  -1.14782  0.03302  -0.63557
H  -0.84195  1.86734  1.89707
H  -0.06242  2.72946  0.51881
H  0.86245  1.90206  1.63819
H  1.42194  -1.01980  -1.95961
H  0.15988  -2.60270  -0.58206
H  1.39256  -1.77971  0.41138
H  -0.94669  -0.82613  1.48070
H  -2.09815  0.44059  -0.66769
O  1.15105  0.48265  -0.67103
O  -0.56990  -0.47424  -1.76642

Cartesian forces (eV/Å) of the 6 atoms listed first:
2.081 -1.484 1.033
-1.625 2.054 1.648
1.176 -0.700 -3.369
-4.454 0.570 0.131
0.655 0.606 1.109
1.970 -0.804 1.628

***

8.
# C6H8O3

A molecular structure, C6H8O3 at a distorted geometry (ωB97M-V/def2-TZVPD, the Open Molecules 2025 dataset).

As for the max |F|: 9.66 eV/A. Its HOMO energy is -9.46 eV. Its energy above the lowest of the compared OMol25 structures with the same formula, charge and spin is 183.9 kcal per mole. Its charge is 0. As for the spin multiplicity: 1.

Element x y z (Å)
C  0.61862  -0.90684  1.24650
C  -0.33693  -0.12234  0.41778
C  -0.26548  1.43183  0.68868
C  0.99822  0.76601  -1.34112
C  -0.21085  -0.17796  -0.97253
C  -1.47955  -1.12160  -0.20159
H  0.77850  -1.91104  0.76501
H  -1.23141  2.06799  0.69860
H  0.10512  1.51425  1.83519
H  2.15421  0.12140  -1.62551
H  0.77661  1.32641  -2.44370
H  -0.99102  0.59006  -1.32236
H  -2.23060  -0.20916  -0.39275
H  -1.76893  -1.95204  0.37662
O  0.89014  -0.59686  2.43201
O  0.63660  1.84574  -0.61645
O  -0.71882  -1.34420  -1.43024

Cartesian forces (eV/Å) of the 6 atoms listed first:
-0.899 0.032 3.023
-0.637 0.628 3.058
-0.380 -0.995 1.322
0.540 -1.837 -6.638
3.060 6.389 -6.563
-2.031 3.073 0.441